{"formula": "C6H12O", "method": "ωB97M-V/def2-TZVPD", "de_lowest_kcal_mol": 110.94, "molar_mass_da": 100.2, "smiles": "OC1C=C1.[H][H].C=CC", "orbital_gap_ev": 10.527, "e_tot_ha": -310.88248, "elements": ["O", "C", "C", "C", "H", "H", "H", "H", "H", "H", "C", "C", "C", "H", "H", "H", "H", "H", "H"], "coordinates": [[-1.343, 1.770, -0.170], [-2.104, 0.662, -0.565], [-1.523, -0.666, -0.875], [-2.225, -0.596, 0.221], [-0.533, 1.447, 0.251], [-2.955, 1.043, -1.127], [-0.940, -1.276, -1.549], [-2.629, -1.116, 1.079], [-0.596, 0.734, 2.386], [-1.182, 0.330, 2.182], [1.680, 0.384, 1.053], [1.469, -0.621, 0.206], [1.920, -0.623, -1.225], [1.439, 0.298, 2.108], [2.133, 1.319, 0.727], [1.002, -1.535, 0.574], [2.839, -1.216, -1.309], [2.138, 0.391, -1.575], [1.189, -1.072, -1.904]], "mulliken_charge": [-0.527, -0.081, -0.187, -0.592, 0.232, 0.359, 0.374, 0.380, 0.154, -0.161, -1.114, 0.243, -0.920, 0.453, 0.262, 0.320, 0.317, 0.279, 0.207]}

***

{"formula": "F6N3NaO12S6", "method": "ωB97M-V/def2-TZVPD", "total_charge": -2, "de_lowest_kcal_mol": 17.05, "molar_mass_da": 563.4, "orbital_gap_ev": 9.419, "e_tot_ha": -4217.94370, "elements": ["Na", "N", "S", "O", "O", "F", "S", "O", "O", "F", "N", "S", "O", "O", "F", "S", "O", "O", "F", "N", "S", "O", "O", "F", "S", "O", "O", "F"], "coordinates": [[13.494, -16.068, -14.809], [14.462, -18.183, -14.843], [13.667, -19.458, -14.579], [13.692, -19.967, -13.243], [13.550, -20.471, -15.601], [12.192, -18.761, -14.671], [15.895, -18.779, -15.485], [15.895, -18.971, -16.891], [16.560, -19.715, -14.651], [16.734, -17.437, -15.285], [11.480, -15.624, -15.931], [11.709, -14.244, -16.923], [11.422, -12.972, -16.343], [11.532, -14.484, -18.307], [13.347, -14.236, -16.777], [9.970, -15.389, -15.738], [9.176, -15.531, -16.941], [9.597, -14.474, -14.692], [9.668, -16.799, -15.027], [14.182, -14.555, -13.099], [15.601, -13.765, -13.249], [16.699, -14.493, -12.683], [15.587, -12.339, -13.164], [15.757, -14.002, -14.833], [13.518, -13.923, -11.915], [12.821, -12.679, -12.176], [14.256, -13.973, -10.672], [12.311, -14.990, -11.787]], "mulliken_charge": [1.388, -0.196, 0.927, -0.609, -0.611, -0.270, 0.976, -0.553, -0.579, -0.244, -0.181, 1.038, -0.539, -0.573, -0.301, 0.970, -0.633, -0.574, -0.294, -0.113, 0.996, -0.587, -0.583, -0.261, 0.911, -0.580, -0.643, -0.282]}